w.
C6H14S2 in the gas phase. Source: the Open Molecules 2025 dataset; level of theory: the ωB97M-V functional and the def2-TZVPD basis.

Its multiplicity is 1. As for the SMILES: CCCSSCCC.

Element x y z (Å)
S1 0.84 0.27 1.04
S2 0.76 -1.53 0.11
C1 -1.44 -1.69 -3.15
C2 -0.59 -0.75 -2.25
C3 0.08 3.01 2.17
C4 -0.99 1.97 2.07
C5 -0.81 0.92 0.93
C6 0.73 -1.28 -1.71
H1 -0.98 -2.67 -3.15
H2 -2.41 -1.82 -2.67
H3 -1.07 1.37 2.98
H4 0.84 -2.32 -2.06
H5 -1.15 1.33 -0.02
H6 -1.54 0.14 1.17
H7 1.63 -0.75 -1.99
H8 -1.55 -1.18 -4.10
H9 -0.32 0.19 -2.75
H10 -1.97 2.46 2.03
H11 0.99 2.70 2.71
H12 0.39 3.40 1.20
H13 -0.20 3.83 2.84
H14 -1.21 -0.39 -1.43

Atomic partial charges in e from the Mulliken method, atoms 1 to 4: -0.0845, -0.1528, -1.0684, -0.0281

=====

x.
2 unconnected molecules or ions with the total composition C6H14S2. Source: the Open Molecules 2025 dataset; level of theory: the ωB97M-V functional and the def2-TZVPD basis.

Its multiplicity is 1. As for the SMILES: C=CCC.CCSS.

Element x y z (Å)
S1 1.48 -2.98 -0.36
S2 2.28 -1.08 -0.32
C1 -2.30 -1.38 -1.23
C2 2.47 0.83 1.61
C3 -1.45 -0.44 -0.86
C4 -1.41 0.96 -1.39
C5 1.91 -0.57 1.38
C6 -1.94 1.96 -0.37
H1 1.98 1.54 0.95
H2 -3.02 1.84 -0.24
H3 -0.74 -0.66 -0.07
H4 -2.29 -2.36 -0.78
H5 -1.48 1.81 0.61
H6 -0.38 1.22 -1.65
H7 3.54 0.86 1.41
H8 2.58 -3.63 0.07
H9 -3.02 -1.19 -2.02
H10 2.35 -1.29 2.06
H11 2.30 1.13 2.65
H12 -1.74 2.99 -0.68
H13 0.83 -0.56 1.53
H14 -1.98 1.03 -2.32

Atomic partial charges in e from the Mulliken method, atoms 1 to 4: -0.2246, -0.0948, -0.8934, -1.2410

=====

Most stable structure, least stable structure: w, x.

=====

w.
2 unconnected molecules or ions with the total composition C2H5N2S. Source: the Open Molecules 2025 dataset; level of theory: the ωB97M-V functional and the def2-TZVPD basis.

Its multiplicity is 1. As for the total charge: +1.

Element x y z (Å)
S1 0.81 0.47 -1.14
N1 -0.19 -1.54 0.39
N2 0.26 4.02 -1.56
C1 0.01 2.93 -1.59
C2 0.70 -0.39 0.24
H1 0.61 4.97 -1.68
H2 1.31 -0.30 1.04
H3 -0.72 -1.65 1.25
H4 -0.92 -1.59 -0.40
H5 0.55 -2.35 0.45

Atomic partial charges in e from the Mulliken method, atoms 1 to 4: -0.0107, -0.3500, -0.0588, -0.1819

=====

x.
A gas-phase ion, C2H5N2S (charge +1). Source: the Open Molecules 2025 dataset; level of theory: the ωB97M-V functional and the def2-TZVPD basis.

Its multiplicity is 1. As for the total charge: +1. As for the SMILES: [NH2+]=C=[NH+]C[S-].

Element x y z (Å)
S1 2.88 0.49 -0.52
N1 0.27 -0.23 0.00
N2 -2.01 -0.31 -0.51
C1 -0.91 0.27 -0.19
C2 1.41 0.49 0.54
H1 -2.84 0.24 -0.71
H2 -2.13 -1.32 -0.54
H3 1.71 0.01 1.48
H4 1.13 1.53 0.76
H5 0.48 -1.18 -0.30

Atomic partial charges in e from the Mulliken method, atoms 1 to 4: 0.0280, -0.1459, -0.2770, 0.4213

=====

Most stable structure, least stable structure: w, x.

=====

w.
2 unconnected molecules or ions with the total composition C2H8N2O2. Source: the Open Molecules 2025 dataset; level of theory: the ωB97M-V functional and the def2-TZVPD basis.

Its multiplicity is 1. As for the SMILES: [H]/N=N/OC.CO.

Element x y z (Å)
O1 -1.51 -0.68 0.37
O2 2.30 -0.10 -0.78
N1 -0.84 0.44 0.56
N2 -1.29 1.44 -0.03
C1 -2.65 -0.63 -0.49
C2 2.86 -0.29 0.50
H1 -0.70 2.25 0.17
H2 2.10 -0.63 1.22
H3 1.56 0.50 -0.70
H4 3.32 0.63 0.88
H5 -3.10 -1.62 -0.43
H6 -2.34 -0.40 -1.51
H7 -3.34 0.14 -0.15
H8 3.63 -1.05 0.40

Atomic partial charges in e from the Mulliken method, atoms 1 to 4: -0.1624, -0.4826, 0.2444, -0.5973

=====

x.
2 unconnected molecules or ions with the total composition C2H8N2O2. Source: the Open Molecules 2025 dataset; level of theory: the ωB97M-V functional and the def2-TZVPD basis.

Its multiplicity is 1. As for the SMILES: NCNC=O.O.

Element x y z (Å)
O1 1.37 -0.75 -2.32
O2 -2.38 1.48 0.05
N1 -0.59 0.10 0.05
N2 0.63 -0.62 1.82
C1 -1.83 0.49 -0.34
C2 0.14 0.58 1.23
H1 1.26 -1.13 1.32
H2 -0.08 -1.23 2.33
H3 -0.33 -0.86 -0.24
H4 2.13 -0.62 -2.87
H5 0.88 0.03 -2.35
H6 1.06 1.17 0.68
H7 -2.14 -0.10 -1.23
H8 -0.14 1.44 1.85

Atomic partial charges in e from the Mulliken method, atoms 1 to 4: -0.6066, -0.5512, -0.1750, -0.5837

=====

y.
2 unconnected molecules or ions with the total composition C2H8N2O2. Source: the Open Molecules 2025 dataset; level of theory: the ωB97M-V functional and the def2-TZVPD basis.

Its multiplicity is 1. As for the SMILES: C=[N+](C)[O-].NO.

Element x y z (Å)
O1 0.41 -1.23 -0.98
O2 1.71 0.14 1.09
N1 -0.49 -0.52 -0.47
N2 1.85 1.35 0.39
C1 -1.33 -1.15 0.55
C2 -0.71 0.82 -0.81
H1 2.55 1.19 -0.33
H2 -0.66 -1.63 1.28
H3 -1.95 -0.42 1.05
H4 -1.67 1.16 -0.45
H5 -1.94 -1.91 0.07
H6 1.67 -0.60 0.46
H7 0.85 1.62 -0.12
H8 -0.30 1.18 -1.74

Atomic partial charges in e from the Mulliken method, atoms 1 to 4: -0.6123, -0.3807, 0.4924, -0.4701

=====

z.
2 unconnected molecules or ions with the total composition C2H8N2O2. Source: the Open Molecules 2025 dataset; level of theory: the ωB97M-V functional and the def2-TZVPD basis.

Its multiplicity is 1. As for the SMILES: CNC(N)=O.O.

Element x y z (Å)
O1 -0.47 0.24 0.64
O2 0.67 -0.36 2.93
N1 0.21 1.83 -0.81
N2 0.17 -0.40 -1.51
C1 -0.05 0.56 -0.45
C2 -0.65 -1.58 -1.29
H1 0.28 2.50 -0.06
H2 -0.71 -1.91 -0.27
H3 0.06 -0.22 2.17
H4 0.70 2.12 -1.64
H5 0.13 -0.50 3.71
H6 -1.61 -1.60 -1.79
H7 -0.15 -2.39 -1.86
H8 1.15 -0.39 -1.71

Atomic partial charges in e from the Mulliken method, atoms 1 to 4: -0.6986, -0.6770, -0.4195, -0.3379

=====

Most stable structure, least stable structure: z, y.

=====

w.
2 unconnected molecules or ions with the total composition C2H8N2O2. Source: the Open Molecules 2025 dataset; level of theory: the ωB97M-V functional and the def2-TZVPD basis.

Its multiplicity is 1. As for the SMILES: NC=O.NCO.

Element x y z (Å)
O1 -3.02 -1.49 -1.91
O2 3.62 0.04 0.44
N1 -3.37 -1.63 0.41
N2 2.31 2.22 0.38
C1 -3.59 -2.01 -0.95
C2 2.36 0.80 0.07
H1 4.17 0.90 0.45
H2 2.62 2.73 -0.48
H3 2.37 2.74 1.25
H4 -2.67 -0.98 0.64
H5 -4.35 -1.50 0.84
H6 1.73 0.32 0.86
H7 2.22 0.44 -0.95
H8 -4.39 -2.57 -1.04

Atomic partial charges in e from the Mulliken method, atoms 1 to 4: -0.5162, -0.5475, -0.4342, -0.4634

=====

x.
2 unconnected molecules or ions with the total composition C2H8N2O2. Source: the Open Molecules 2025 dataset; level of theory: the ωB97M-V functional and the def2-TZVPD basis.

Its multiplicity is 1. As for the SMILES: NCNC=O.O.

Element x y z (Å)
O1 4.54 0.52 -0.41
O2 -0.20 -1.90 -1.36
N1 -1.04 1.02 1.72
N2 -1.55 -0.21 -0.35
C1 -1.06 -1.11 -1.40
C2 -1.07 -0.34 1.02
H1 4.19 1.38 -0.79
H2 -1.72 -1.14 1.35
H3 -1.48 -0.88 -2.37
H4 3.83 -0.16 -0.71
H5 -0.04 -0.70 0.95
H6 -2.03 1.18 2.07
H7 -0.60 1.66 1.11
H8 -1.77 0.68 -0.83

Atomic partial charges in e from the Mulliken method, atoms 1 to 4: -0.6581, -0.4504, -0.5682, -0.2861

=====

y.
A molecular structure, C2H8N2O2. Source: the Open Molecules 2025 dataset; level of theory: the ωB97M-V functional and the def2-TZVPD basis.

Its multiplicity is 1.

Element x y z (Å)
O1 1.74 0.62 -0.58
O2 0.95 0.71 1.95
N1 1.05 -1.55 -0.71
N2 0.29 -0.12 1.05
C1 -1.71 0.81 -0.39
C2 0.87 -0.22 -0.33
H1 -2.30 0.32 0.38
H2 -2.32 0.91 -1.29
H3 1.53 1.24 1.36
H4 -0.32 -0.83 1.46
H5 1.79 -1.70 -1.38
H6 -1.30 1.75 -0.06
H7 0.30 -2.21 -0.61
H8 -0.57 0.27 -0.86

Atomic partial charges in e from the Mulliken method, atoms 1 to 4: -0.6577, -0.4209, -0.4195, -0.1900

=====

Most stable structure, least stable structure: x, y.

=====

w.
C2H8N2O2 in the gas phase. Source: the Open Molecules 2025 dataset; level of theory: the ωB97M-V functional and the def2-TZVPD basis.

Its multiplicity is 1. As for the SMILES: NOC[C@H](N)O.

Element x y z (Å)
O1 -0.83 1.47 -0.51
O2 1.10 0.28 1.02
N1 -2.06 -0.45 -0.77
N2 2.29 0.18 -0.05
C1 0.12 -0.53 0.47
C2 -1.17 0.27 0.11
H1 2.95 -0.42 0.44
H2 -1.71 0.46 1.05
H3 -2.29 -1.36 -0.41
H4 -1.64 -0.54 -1.69
H5 2.76 1.07 -0.21
H6 0.61 -0.84 -0.51
H7 -0.05 1.81 -0.05
H8 -0.09 -1.41 1.09

Atomic partial charges in e from the Mulliken method, atoms 1 to 4: -0.5213, -0.3957, -0.6032, -0.4391

=====

x.
3 unconnected molecules or ions with the total composition C2H8N2O2. Source: the Open Molecules 2025 dataset; level of theory: the ωB97M-V functional and the def2-TZVPD basis.

Its multiplicity is 1.

Element x y z (Å)
O1 0.15 -0.73 -0.16
O2 -1.42 0.56 -0.14
N1 2.09 -1.24 0.04
N2 0.99 1.02 -1.36
C1 -2.17 0.12 0.93
C2 0.78 0.39 -0.21
H1 1.84 -1.85 0.82
H2 2.04 -1.83 -0.80
H3 1.10 0.91 0.69
H4 -1.59 0.05 1.87
H5 -2.64 -0.86 0.75
H6 1.32 1.96 -1.37
H7 -2.98 0.84 1.12
H8 0.50 0.67 -2.18

Atomic partial charges in e from the Mulliken method, atoms 1 to 4: -0.5135, -0.3991, -0.6644, -0.3445

=====

Most stable structure, least stable structure: w, x.

=====

w.
A molecular structure, C2H14N2O3. Source: the Open Molecules 2025 dataset; level of theory: the ωB97M-V functional and the def2-TZVPD basis.

Its multiplicity is 1.

Element x y z (Å)
O1 2.51 -0.59 0.86
O2 1.15 1.33 1.04
O3 1.56 -0.66 -1.55
N1 -0.57 1.15 -0.99
N2 -2.40 -1.52 0.65
C1 -1.64 0.17 -0.89
C2 -1.80 -0.17 0.59
H1 3.44 -0.40 1.04
H2 -2.54 0.65 -1.28
H3 1.39 2.10 1.54
H4 -1.57 -2.09 0.62
H5 0.31 1.02 -0.40
H6 -1.55 -0.83 -1.32
H7 -2.97 -1.64 1.48
H8 -0.33 1.44 -1.94
H9 -0.77 -0.19 1.07
H10 0.72 -0.19 -1.46
H11 1.92 -0.63 -0.60
H12 0.25 0.12 -0.03
H13 1.87 0.27 0.93
H14 -2.28 0.59 1.20

Atomic partial charges in e from the Mulliken method, atoms 1 to 4: -0.7711, -0.8529, -0.6866, -0.3317

=====

x.
4 unconnected molecules or ions with the total composition C2H14N2O3. Source: the Open Molecules 2025 dataset; level of theory: the ωB97M-V functional and the def2-TZVPD basis.

Its multiplicity is 1. As for the SMILES: NCCN.O.O.O.

Element x y z (Å)
O1 2.98 0.93 0.25
O2 -2.94 -1.97 1.35
O3 2.26 -0.55 -2.09
N1 -0.31 1.61 1.43
N2 -1.11 -1.04 -1.10
C1 -0.75 0.30 -0.63
C2 -0.56 0.28 0.87
H1 -1.07 -1.05 -2.11
H2 3.19 0.22 0.86
H3 -0.40 -1.70 -0.79
H4 2.22 1.35 0.70
H5 0.21 0.62 -1.05
H6 -1.52 1.03 -0.91
H7 -3.61 -1.27 1.41
H8 -2.74 -2.06 0.41
H9 0.14 1.54 2.33
H10 2.38 0.09 -1.37
H11 -1.41 -0.12 1.39
H12 0.28 -0.40 1.09
H13 0.17 2.26 0.83
H14 2.60 -0.07 -2.86

Atomic partial charges in e from the Mulliken method, atoms 1 to 4: -0.7244, -0.6801, -0.6387, -0.6622

=====

y.
4 unconnected molecules or ions with the total composition C2H14N2O3. Source: the Open Molecules 2025 dataset; level of theory: the ωB97M-V functional and the def2-TZVPD basis.

Its multiplicity is 1. As for the SMILES: CNCN.O.O.O.

Element x y z (Å)
O1 -1.24 2.36 1.83
O2 2.27 -2.26 -0.56
O3 0.61 -0.88 2.24
N1 0.97 1.64 -0.93
N2 -0.19 -0.43 -1.11
C1 -1.26 -1.24 -0.56
C2 -0.34 1.00 -1.06
H1 1.16 -0.50 1.53
H2 0.85 2.63 -1.12
H3 -0.88 2.74 2.64
H4 1.61 1.21 -1.59
H5 0.53 -0.79 -1.70
H6 -0.98 1.35 -0.24
H7 -2.04 -1.59 -1.25
H8 -1.24 1.41 1.95
H9 2.34 -3.04 0.01
H10 -0.89 1.34 -1.95
H11 -0.93 -2.17 -0.08
H12 -1.61 -0.59 0.24
H13 -0.17 -0.35 2.02
H14 1.44 -1.83 -0.30

Atomic partial charges in e from the Mulliken method, atoms 1 to 4: -0.6259, -0.6553, -0.6588, -0.5369

=====

Most stable structure, least stable structure: x, w.

=====

w.
2 unconnected molecules or ions with the total composition C19H23N3O2. Source: the Open Molecules 2025 dataset; level of theory: the ωB97M-V functional and the def2-TZVPD basis.

Its multiplicity is 1.

Element x y z (Å)
O1 -2.95 5.55 1.67
O2 1.24 3.85 1.68
N1 1.04 -0.73 -2.51
N2 -0.46 2.29 1.70
N3 -0.89 4.60 1.67
C1 -1.78 2.15 1.69
C2 -2.74 3.15 1.67
C3 0.05 3.57 1.68
C4 -2.27 4.52 1.67
C5 0.01 -2.65 -3.68
C6 1.04 -0.53 3.51
C7 1.59 -0.45 1.10
C8 1.37 -1.00 -4.97
C9 0.75 -1.24 4.67
C10 1.42 -1.20 2.32
C11 1.47 -1.01 -0.16
C12 0.86 -2.64 4.69
C13 1.32 -0.05 -3.78
C14 -0.11 -1.64 -2.54
C15 0.16 -1.93 -5.01
C16 -4.20 2.88 1.69
C17 1.54 -0.28 -1.36
C18 1.26 -3.32 3.52
C19 1.54 -2.62 2.36
H1 0.94 0.55 3.46
H2 1.44 -0.42 -5.89
H3 -1.02 -1.04 -2.71
H4 -0.50 5.53 1.67
H5 0.44 -0.70 5.57
H6 1.34 -4.41 3.53
H7 -2.10 1.10 1.71
H8 1.30 -2.10 -0.22
H9 0.64 -3.20 5.60
H10 1.85 -3.15 1.45
H11 1.75 0.63 1.18
H12 0.51 0.68 -3.97
H13 2.29 -1.61 -4.90
H14 0.87 -3.30 -3.50
H15 -0.89 -3.28 -3.68
H16 -4.52 2.29 0.81
H17 -4.74 3.83 1.69
H18 2.04 0.69 -1.37
H19 2.27 0.50 -3.69
H20 -4.49 2.29 2.57
H21 -0.74 -1.34 -5.22
H22 -0.20 -2.16 -1.58
H23 0.28 -2.66 -5.81

Atomic partial charges in e from the Mulliken method, atoms 1 to 4: -0.7578, -0.7319, 0.1802, -0.3470

=====

x.
C19H23N3O2 in the gas phase. Source: the Open Molecules 2025 dataset; level of theory: the ωB97M-V functional and the def2-TZVPD basis.

Its multiplicity is 1. As for the SMILES: CCCn1c(NCc2cccc(OC)c2OC)nc2ccccc21.

Element x y z (Å)
O1 -4.81 0.82 0.14
O2 -2.39 0.67 -1.31
N1 2.17 -1.49 -0.41
N2 0.19 -0.24 -0.68
N3 2.32 0.75 -0.29
C1 5.79 -1.33 0.34
C2 -3.35 1.39 -2.06
C3 -4.00 -0.27 0.30
C4 -1.91 -1.37 -0.26
C5 5.89 0.05 0.43
C6 1.26 2.49 1.10
C7 -2.21 -2.39 0.62
C8 -0.62 -1.37 -1.04
C9 1.52 -0.36 -0.48
C10 -4.28 -1.32 1.17
C11 -2.80 -0.30 -0.44
C12 4.58 -1.95 0.06
C13 -6.03 0.86 0.85
C14 -3.40 -2.37 1.33
C15 1.90 2.12 -0.24
C16 4.79 0.87 0.24
C17 0.78 3.93 1.12
C18 3.47 -1.15 -0.13
C19 3.59 0.26 -0.04
H1 0.04 4.10 0.34
H2 -2.81 1.83 -2.90
H3 1.99 2.33 1.90
H4 0.34 4.18 2.08
H5 -0.84 -1.35 -2.12
H6 6.85 0.50 0.65
H7 -3.82 2.18 -1.47
H8 -4.13 0.73 -2.45
H9 -0.03 -2.26 -0.82
H10 4.50 -3.03 -0.01
H11 -6.68 0.02 0.58
H12 -5.87 0.86 1.93
H13 1.20 2.32 -1.06
H14 -6.51 1.79 0.55
H15 -3.64 -3.17 2.01
H16 -5.20 -1.32 1.74
H17 0.42 1.82 1.29
H18 -1.51 -3.20 0.75
H19 1.61 4.61 0.94
H20 -0.20 0.67 -0.89
H21 2.79 2.75 -0.41
H22 4.88 1.95 0.31
H23 6.67 -1.94 0.49

Atomic partial charges in e from the Mulliken method, atoms 1 to 4: -0.3400, -0.4391, -0.7481, 0.1177

=====

Most stable structure, least stable structure: x, w.

=====

w.
2 unconnected molecules or ions with the total composition C6H15O2. Source: the Open Molecules 2025 dataset; level of theory: the ωB97M-V functional and the def2-TZVPD basis.

Its multiplicity is 1. As for the total charge: -1.

Element x y z (Å)
O1 2.91 3.03 0.51
O2 3.18 0.41 0.57
C1 -0.46 0.16 0.95
C2 -2.09 0.04 -1.60
C3 -1.99 -1.22 -0.73
C4 0.73 0.24 0.00
C5 2.11 -0.39 0.55
C6 -1.39 -1.03 0.70
H1 0.54 -0.42 -0.85
H2 -1.11 0.49 -1.68
H3 -2.82 0.79 -1.26
H4 -2.97 -1.71 -0.67
H5 2.77 2.28 -0.09
H6 3.08 2.45 1.26
H7 -0.88 1.16 0.86
H8 1.01 1.19 -0.43
H9 -2.05 -1.35 1.51
H10 -2.56 -0.30 -2.53
H11 1.77 -0.86 1.51
H12 -0.16 0.00 1.99
H13 -0.64 -1.79 0.76
H14 -1.27 -1.86 -1.23
H15 2.26 -1.31 -0.08

Atomic partial charges in e from the Mulliken method, atoms 1 to 4: -0.6867, -0.9252, -0.9071, -1.1204

=====

x.
2 unconnected molecules or ions with the total composition C6H15O2. Source: the Open Molecules 2025 dataset; level of theory: the ωB97M-V functional and the def2-TZVPD basis.

Its multiplicity is 1. As for the total charge: -1.

Element x y z (Å)
O1 -2.68 2.92 1.00
O2 3.35 -1.37 0.90
C1 -0.80 -1.03 -1.44
C2 1.59 0.11 0.28
C3 -0.98 -0.48 -0.05
C4 0.14 0.47 0.53
C5 2.05 -1.13 1.08
C6 -1.59 -0.12 -2.40
H1 1.35 -2.11 0.88
H2 -3.49 2.67 1.51
H3 0.12 -1.09 -1.73
H4 1.86 -0.93 2.25
H5 2.24 1.01 0.56
H6 -2.66 -0.51 -2.39
H7 -1.29 -0.28 -3.44
H8 1.79 -0.02 -0.73
H9 -1.07 -1.33 0.70
H10 -1.86 0.10 0.04
H11 -0.05 0.61 1.62
H12 -0.08 1.44 0.08
H13 -1.47 0.93 -2.21
H14 -1.95 2.28 1.23
H15 -1.21 -2.10 -1.51

Atomic partial charges in e from the Mulliken method, atoms 1 to 4: -0.6763, -0.8549, -0.5991, -0.5947

=====

Most stable structure, least stable structure: w, x.